The following is a DFT calculation (the ωB97M-V functional and the def2-TZVPD basis) of the ion C3H10N3 with charge +1.

Geometry as XYZ:
```
16
Properties=species:S:1:pos:R:3
C 1.1841 0.6574 2.1373
C 0.0103 -0.0062 1.3380
N 0.2744 -0.3673 -0.1174
C -0.3944 -0.2457 -1.2334
N 0.0575 -0.6454 -2.3814
N -1.6068 0.3815 -1.1415
H 1.3616 1.6093 1.6247
H 1.0387 0.5567 3.1779
H 1.9713 0.0023 1.8150
H -0.9231 0.5884 1.4145
H -0.4616 -0.9845 1.7272
H 1.2413 -0.6241 -0.1128
H 1.0114 -0.8396 -2.4582
H -0.5527 -0.6897 -3.1577
H -1.9501 0.4600 -2.1149
H -2.2619 0.1466 -0.5172
```

Properties
E_LUMO: -3.13 eV
Total energy: -7736.973 eV
Charge: +1
HOMO level: -14.794 eV

Let us look at the natural (NBO) charges, expressed in e, one per atom: C -0.602; C -0.223; N -0.547; C 0.672; N -0.733; N -0.754; H 0.234; H 0.257; H 0.200; H 0.213; H 0.223; H 0.408; H 0.423; H 0.426; H 0.393; H 0.410